This record from the OMol25 dataset describes one molecule with the formula C5H8O2 at a distorted geometry. The level of theory is ωB97M-V with the def2-TZVPD basis set.

```
15
Properties=species:S:1:pos:R:3:forces:R:3
C 1.13130 1.14196 -0.59279 0.32 0.34 -0.02
C 1.34394 -0.37099 -0.62874 -0.30 0.02 -0.63
C -0.28372 -0.33000 -0.88905 0.50 -0.33 0.30
C -0.91678 -0.81934 0.37114 -0.05 -0.20 -0.20
C -1.51345 -0.00288 1.40822 -0.24 0.29 0.17
O -0.19133 -0.55689 1.55036 -0.60 -0.04 0.88
O -0.19170 1.06797 -1.12882 -0.25 0.28 0.37
H 1.07277 1.53198 0.43269 0.31 -0.10 -0.17
H 1.79773 1.75855 -1.19855 -0.10 0.07 -0.02
H 1.87000 -0.77954 -1.48449 0.11 0.38 -0.33
H 1.91067 -0.70735 0.27454 -1.42 -0.40 -0.50
H -0.93560 -0.72289 -1.71146 1.39 -0.45 0.17
H -1.24771 -1.85814 0.28950 -0.02 0.12 -0.01
H -1.50563 1.07808 1.32560 -0.11 -0.04 -0.18
H -2.34047 -0.43051 1.98185 0.47 0.06 0.18
```
Positions in Å, forces in eV/Å.

Summary:
Lowest unoccupied orbital energy in eV: 1.1
Kohn-Sham gap in eV: 10.546
Total charge: 0
ΔE to the lowest compared entry with this formula, charge and spin in kJ/mol: 321.4
SMILES: C1C[C@@H]([C@@H]2CO2)O1
Electronic energy in eV: -9406.5011
Highest occupied orbital energy in eV: -9.45